1.
Molecular formula: C5H13NO2
Method: DFT, ωB97M-V/def2-TZVPD

Last column: natural (NBO) charge in e.
Element x y z (Å)
O 3.481 -2.094 -2.134  -0.9410
O -1.961 0.273 -0.563  -0.6451
N -0.108 1.021 0.581  -0.6131
C -0.744 0.153 -0.243  0.6638
C -1.182 2.062 2.565  -0.6216
C -0.702 2.270 1.067  -0.2319
C -0.523 -2.199 -1.057  -0.5984
C 0.127 -0.914 -0.799  -0.4891
H 0.057 3.048 0.861  0.1970
H -2.110 2.597 2.829  0.2157
H 0.990 -1.116 -0.136  0.2086
H 3.907 -2.248 -3.008  0.4729
H -1.348 0.980 2.704  0.2203
H 0.520 -0.501 -1.748  0.2138
H 0.869 0.875 0.844  0.3967
H -1.306 -2.258 -1.832  0.2270
H 2.728 -1.491 -2.328  0.4687
H -1.634 2.562 0.547  0.2341
H -0.961 -2.499 -0.091  0.2090
H 0.281 -2.909 -1.315  0.2110
H -0.382 2.386 3.252  0.2016

## Properties
HOMO, hartree: -0.35378
LUMO level, eV: 0.61
Multiplicity: 1
Kohn-Sham gap, eV: 10.242
Net charge: 0

2.
Molecular formula: C5H13NO2
Method: DFT, ωB97M-V/def2-TZVPD

Last column: Löwdin charge in e.
Element x y z (Å)
O 0.964 1.489 -2.909  -0.3045
O -2.431 1.138 -0.082  -0.3691
N 0.889 -1.166 0.469  0.1017
C 0.358 1.342 0.139  0.0444
C 0.514 -2.369 0.051  -0.2474
C 0.257 1.120 2.745  0.1996
C 0.349 -0.075 -0.363  -0.2858
C 0.072 -2.873 -1.232  0.1522
H -3.372 1.323 -0.301  -0.0608
H -0.759 1.609 0.156  0.0505
H 0.516 1.742 -3.670  -0.1287
H 0.094 2.122 3.054  0.0664
H -0.155 -3.937 -1.199  0.0678
H 0.584 -3.140 0.853  0.1070
H 0.561 1.215 1.430  0.0556
H 1.079 0.668 3.092  0.0103
H -0.740 -0.369 -0.727  0.1593
H 0.184 -2.037 -1.982  0.0902
H 0.838 -0.079 -1.383  0.1237
H -0.519 0.404 2.666  0.0622
H 0.717 1.873 -0.809  0.1053

## Properties
HOMO, hartree: -0.29156
LUMO level, eV: -3.92
Multiplicity: 1
Kohn-Sham gap, eV: 4.013
Net charge: 0

3.
Molecular formula: C5H13NO2
Method: DFT, ωB97M-V/def2-TZVPD

Last column: natural (NBO) charge in e.
Element x y z (Å)
O 0.910 -2.373 -1.932  -0.9366
O 2.525 0.967 -1.438  -0.9117
N -0.114 -1.974 2.642  -0.8314
C -1.190 -0.887 0.692  -0.2929
C -0.936 2.828 -0.490  -0.6556
C -1.434 0.362 0.018  -0.2249
C -0.221 -1.003 1.616  0.0031
C -0.805 1.520 0.207  -0.1620
H -2.012 -1.668 0.588  0.2018
H 2.487 0.147 -1.200  0.4487
H -1.953 3.175 -0.809  0.2159
H 0.457 -0.102 1.687  0.1790
H -0.924 -2.584 2.830  0.3802
H 0.748 -2.424 2.695  0.3689
H 2.898 0.901 -2.392  0.4639
H 0.030 1.421 0.865  0.1745
H 1.456 -2.671 -2.590  0.4646
H 1.278 -2.484 -1.073  0.4727
H -0.330 2.755 -1.397  0.2304
H -2.451 0.372 -0.467  0.1924
H -0.421 3.721 -0.050  0.2190

## Properties
HOMO, hartree: -0.27602
LUMO level, eV: 0.53
Multiplicity: 1
Kohn-Sham gap, eV: 8.045
Net charge: 0

4.
Molecular formula: C5H13NO2
Method: DFT, ωB97M-V/def2-TZVPD

Last column: natural (NBO) charge in e.
Element x y z (Å)
O -0.646 -0.300 1.727  -0.7792
O 0.999 0.142 -0.627  -0.6676
N -0.979 -0.961 -0.714  -0.8539
C 0.305 -1.226 2.223  -0.2584
C 0.616 -1.075 -2.615  -0.6904
C -0.795 2.186 0.205  -0.7081
C 0.398 1.574 0.819  0.1446
C 0.167 -0.623 -1.234  0.6264
H 1.077 -1.437 1.478  0.1755
H 0.415 1.505 1.895  0.2060
H -1.520 -1.593 -1.290  0.3574
H -0.788 3.245 0.504  0.2476
H 0.778 -0.802 3.113  0.1683
H -0.761 2.135 -0.881  0.2369
H 1.611 -1.515 -2.543  0.2313
H -1.720 1.738 0.562  0.2506
H 0.688 -0.205 -3.270  0.2285
H -0.182 -2.165 2.509  0.1715
H -0.067 -1.801 -3.056  0.2099
H 1.361 1.819 0.403  0.2006
H -0.958 -0.638 0.792  0.5023

## Properties
HOMO, hartree: -0.33619
LUMO level, eV: -0.18
Multiplicity: 1
Kohn-Sham gap, eV: 8.965
Net charge: 0

5.
Molecular formula: C5H13NO2
Method: DFT, ωB97M-V/def2-TZVPD

Last column: natural (NBO) charge in e.
Element x y z (Å)
O -2.065 -3.707 -4.574  -0.9411
O 2.993 -0.141 -0.678  -0.5205
N -0.334 0.416 0.386  -0.4487
C -1.320 1.443 0.535  -0.4069
C 1.797 -0.137 -0.596  0.4424
C -0.555 -0.720 1.249  -0.4102
C 1.715 1.291 1.585  -0.6428
C 1.050 0.864 0.274  -0.1553
H 1.597 2.381 1.677  0.2155
H 2.789 1.134 1.483  0.2387
H 0.998 1.708 -0.416  0.2250
H 0.116 -1.516 0.952  0.1951
H 1.153 -0.805 -1.198  0.1196
H -1.285 2.198 -0.258  0.1984
H -2.341 1.089 0.465  0.2029
H 1.315 0.791 2.462  0.2149
H -2.567 -2.887 -4.695  0.4707
H -0.319 -0.551 2.320  0.1628
H -1.212 2.007 1.476  0.1630
H -1.596 -1.041 1.175  0.2062
H -1.927 -3.817 -3.622  0.4704

## Properties
HOMO, hartree: -0.31997
LUMO level, eV: 0.55
Multiplicity: 1
Kohn-Sham gap, eV: 9.257
Net charge: 0

6.
Molecular formula: C5H13NO2
Method: DFT, ωB97M-V/def2-TZVPD

Last column: natural (NBO) charge in e.
Element x y z (Å)
O -0.242 -2.537 0.305  -0.5776
O 1.969 -2.615 -0.106  -0.6892
N 0.785 0.360 -0.687  -0.8028
C 0.680 -2.498 -0.477  0.6378
C -2.029 0.926 0.235  -0.5087
C -0.300 0.898 2.038  -0.6544
C -1.010 0.306 0.855  -0.1183
C 0.356 1.173 -1.817  -0.4183
H -0.066 0.519 -2.580  0.1906
H 1.164 1.763 -2.267  0.1748
H 0.709 0.482 2.114  0.1944
H -2.310 1.940 0.476  0.1790
H 2.022 -2.662 0.863  0.4980
H -0.436 1.838 -1.473  0.2094
H -0.230 1.982 1.949  0.2036
H 0.575 -2.659 -1.555  0.1318
H -1.000 -0.799 0.846  0.2234
H 1.372 0.909 -0.068  0.3604
H 1.385 -0.448 -1.034  0.3505
H -2.566 0.468 -0.578  0.1916
H -0.829 0.652 2.962  0.2240

## Properties
HOMO, hartree: -0.29133
LUMO level, eV: 0.66
Multiplicity: 1
Kohn-Sham gap, eV: 8.587
Net charge: 0

7.
Molecular formula: C5H13NO2
Method: DFT, ωB97M-V/def2-TZVPD

Last column: natural (NBO) charge in e.
Element x y z (Å)
O -2.606 0.989 -0.737  -0.7349
O -2.072 -1.157 -0.167  -0.7336
N -1.226 0.500 1.140  -0.8584
C 2.200 0.809 -0.205  -0.6389
C -0.312 0.346 -1.058  -0.4492
C 1.010 0.100 0.412  -0.0804
C -1.565 0.150 -0.256  0.6027
C 1.135 -1.406 0.455  -0.6497
H 3.072 0.694 0.451  0.1976
H 1.969 -1.682 1.110  0.2067
H 2.415 0.412 -1.194  0.1966
H -0.285 1.354 -1.469  0.2240
H -1.989 0.279 1.782  0.3632
H -1.571 -1.784 -0.698  0.4839
H 0.986 0.444 1.449  0.2142
H -0.218 -0.406 -1.839  0.2025
H -1.059 1.500 1.196  0.3582
H 0.229 -1.856 0.857  0.2210
H 2.013 1.879 -0.282  0.2053
H -3.443 0.639 -0.405  0.4757
H 1.316 -1.806 -0.540  0.1933

## Properties
HOMO, hartree: -0.31975
LUMO level, eV: 0.84
Multiplicity: 1
Kohn-Sham gap, eV: 9.541
Net charge: 0

8.
Molecular formula: C5H13NO2
Method: DFT, ωB97M-V/def2-TZVPD

Last column: natural (NBO) charge in e.
Element x y z (Å)
O -2.522 0.531 -0.822  -0.2438
O 1.420 1.577 1.088  -0.7619
N -1.579 -1.002 1.073  -0.5055
C -0.753 -0.967 -0.199  -0.0725
C 2.875 -0.176 -0.407  -0.1571
C 1.666 -0.740 -0.680  -0.0118
C 0.632 -0.904 0.373  -0.5228
C -1.192 0.424 -0.844  -0.1423
H -0.797 1.085 -0.035  0.2730
H -1.695 2.989 0.214  -0.0483
H -1.062 -1.758 -0.879  0.2391
H -2.198 -0.209 0.937  0.4027
H 0.872 -0.150 1.168  0.3513
H -1.992 3.457 -0.320  0.0485
H 3.729 -0.262 -1.087  0.2354
H 1.236 2.489 1.361  0.4674
H 1.478 -1.106 -1.720  0.2447
H -0.630 0.543 -1.773  0.1988
H 2.754 0.693 0.258  0.2920
H -2.132 -1.813 1.322  0.4048
H 0.684 -1.834 0.980  0.3083

## Properties
HOMO (spin up / spin down), hartree: -0.48542 / -0.50228
LUMO level (spin up / spin down), eV: -9.09 / -8.18
<S²>: 1.65
Multiplicity: 2
Kohn-Sham gap (spin up / spin down), eV: 4.123 / 5.491
Net charge: +1

9.
Molecular formula: C5H13NO2P
Method: DFT, ωB97M-V/def2-TZVPD

Last column: natural (NBO) charge in e.
Element x y z (Å)
P -0.088 0.703 -0.465  2.3389
O -1.608 0.811 0.006  -0.7746
O 0.257 0.121 -1.899  -0.8024
N 0.320 -0.295 0.735  -0.8052
C 0.484 2.344 -0.691  -1.0070
C -1.949 -0.050 1.104  -0.0669
C 0.093 -1.237 -2.376  -0.2581
C 1.610 -0.825 0.996  -0.4106
C -0.686 -0.383 1.879  -0.2261
H 1.528 -1.927 1.351  0.2221
H -0.997 -1.563 -2.091  0.2036
H -0.472 0.447 2.565  0.2101
H 0.137 2.576 -1.683  0.2924
H 0.897 -1.801 -1.808  0.2034
H -2.236 -0.955 0.666  0.1934
H 2.129 -0.729 0.029  0.2121
H -0.657 -1.426 2.350  0.2490
H -2.659 0.524 1.596  0.2251
H 2.088 -0.284 1.837  0.2137
H 1.554 2.334 -0.717  0.2786
H 0.040 2.887 0.091  0.2699
H 0.215 -1.273 -3.476  0.2384

## Properties
HOMO, hartree: -0.52126
LUMO level, eV: -2.65
Multiplicity: 1
Kohn-Sham gap, eV: 11.533
Net charge: +1

10.
Molecular formula: C5H13NO2S
Method: DFT, ωB97M-V/def2-TZVPD

Last column: natural (NBO) charge in e.
Element x y z (Å)
S -2.298 -0.714 0.151  1.3018
O -1.362 -1.929 -0.395  -0.8824
O -3.364 -0.837 -1.161  -0.9035
N 1.315 -0.886 0.658  -0.4699
C 1.078 -0.557 -1.718  -0.6813
C -1.529 1.830 0.877  -0.6295
C -1.328 0.612 0.003  -0.7247
C 1.643 -0.290 -0.376  0.1745
C 1.821 -0.861 1.932  -0.4318
H 1.866 -1.204 -2.108  0.2317
H 1.062 0.254 -2.462  0.2245
H -2.124 2.672 0.447  0.2086
H 2.661 -1.547 2.076  0.2145
H -0.439 1.988 1.076  0.2157
H 2.460 0.053 2.209  0.1652
H -0.606 -1.916 0.150  0.5072
H -1.990 1.497 1.812  0.2086
H -4.104 -1.353 -0.864  0.4753
H 2.337 0.534 -0.459  0.1343
H 0.221 -1.099 -1.701  0.2399
H -0.709 0.713 -0.870  0.2125
H 1.073 -1.073 2.719  0.2088

## Properties
HOMO, hartree: -0.28177
LUMO level, eV: 0.74
Multiplicity: 1
Kohn-Sham gap, eV: 8.404
Net charge: 0

11.
Molecular formula: C5H13NO2S
Method: DFT, ωB97M-V/def2-TZVPD

Last column: natural (NBO) charge in e.
Element x y z (Å)
S 1.517 -0.709 0.593  1.3395
O 2.375 0.398 0.990  -0.9295
O 1.478 -1.159 -1.014  -0.6681
N 0.279 0.910 -1.282  -0.6429
C -0.947 -1.177 -0.763  -0.4248
C -1.119 -2.279 0.334  -0.6295
C 1.559 1.707 -1.360  -0.3964
C -0.791 1.033 1.845  -0.8595
C 0.377 -0.290 -0.753  0.2598
H -0.619 0.021 2.067  0.2017
H -1.869 1.047 1.639  0.2114
H -0.086 1.338 1.086  0.2185
H -0.565 1.389 -1.403  0.4087
H -1.859 -3.032 0.035  0.2227
H 2.347 1.087 -1.433  0.2169
H 1.559 2.361 -0.521  0.1994
H -0.250 -2.934 0.582  0.2202
H -1.369 -1.866 1.268  0.2074
H -1.813 -0.436 -0.634  0.1998
H -1.224 -1.563 -1.748  0.2279
H 1.581 2.446 -2.199  0.1939
H -0.562 1.709 2.671  0.2227

## Properties
HOMO, hartree: -0.30081
LUMO level, eV: 0.79
Multiplicity: 1
Kohn-Sham gap, eV: 8.978
Net charge: 0

What did we get for energy relative to the best compared isomer or geometry (same formula, charge and spin)? Answer: 89.8, 1494.9, 340.4, 384.7, 196.4, 276.2, 295.0, 965.9, 0.0, 424.0, 306.9 kJ/mol, in the order shown.